Entry 1:
The following is a quantum chemistry calculation of C30H55N4OP2SV as an isolated structure in a non-equilibrium geometry, from the OMol25 dataset.

Each line ends with the Mulliken charge.
Cartesian coordinates (Å):
C1 2.288 -1.213 -1.754  -0.11
C2 1.222 0.623 -2.755  -0.26
C3 3.133 -1.353 -2.858  -0.85
C4 2.016 0.515 -3.889  -0.42
C5 3.002 -0.479 -3.930  -1.27
H1 3.867 -2.162 -2.867  0.55
H2 1.872 1.206 -4.728  0.49
H3 3.650 -0.569 -4.803  0.46
N1 1.387 -0.214 -1.694  1.71
P1 0.564 -2.368 0.131  0.29
P2 -0.082 2.277 -0.875  0.67
C6 2.286 -2.189 -0.585  -1.70
H4 2.743 -3.153 -0.888  0.72
H5 2.894 -1.785 0.241  0.58
C7 0.038 1.546 -2.651  -1.04
H6 0.055 2.312 -3.444  1.46
C8 -1.717 3.288 -0.826  2.26
C9 1.418 3.435 -0.711  2.18
C10 -0.370 -3.543 -1.040  2.88
C11 0.832 -3.210 1.822  2.55
C12 -2.803 2.463 -0.102  -1.71
H7 -2.688 2.544 0.989  0.34
H8 -3.788 2.871 -0.373  0.43
H9 -2.777 1.395 -0.359  0.14
C13 -1.530 4.578 -0.008  -1.79
H10 -1.255 4.356 1.031  0.30
H11 -0.791 5.262 -0.440  0.25
H12 -2.496 5.107 0.013  0.58
C14 -2.197 3.640 -2.249  -1.28
H13 -2.843 4.533 -2.200  0.56
H14 -1.375 3.866 -2.938  0.05
H15 -2.798 2.826 -2.681  0.18
C15 1.423 4.056 0.715  -1.59
H16 0.819 3.465 1.412  0.13
H17 2.457 4.057 1.083  0.44
H18 1.069 5.096 0.728  0.45
C16 2.714 2.614 -0.855  -1.87
H19 2.632 1.636 -0.370  -0.11
H20 2.996 2.476 -1.903  0.30
H21 3.522 3.169 -0.356  0.82
C17 1.414 4.549 -1.787  -1.61
H22 0.630 4.418 -2.538  0.27
H23 1.272 5.522 -1.306  0.43
H24 2.387 4.581 -2.309  0.38
C18 -0.535 -3.390 2.503  -1.77
H25 -0.389 -3.923 3.456  0.47
H26 -0.993 -2.417 2.736  0.15
H27 -1.242 -3.971 1.897  0.40
C19 1.706 -2.312 2.709  -1.46
H28 2.606 -1.945 2.221  0.33
H29 1.141 -1.429 3.051  0.25
H30 1.981 -2.858 3.616  0.73
C20 1.579 -4.551 1.688  -1.52
H31 2.305 -4.536 0.867  0.19
H32 2.143 -4.736 2.617  0.51
H33 0.905 -5.406 1.546  0.35
C21 0.035 -3.169 -2.471  -1.94
H34 1.055 -3.487 -2.712  0.22
H35 -0.651 -3.659 -3.176  0.63
H36 -0.052 -2.082 -2.624  0.10
C22 -1.880 -3.261 -0.857  -1.40
H37 -2.263 -2.714 -1.733  -0.01
H38 -2.424 -4.212 -0.770  0.50
H39 -2.095 -2.662 0.041  0.22
C23 -0.075 -5.048 -0.846  -1.87
H40 1.001 -5.262 -0.863  0.34
H41 -0.509 -5.458 0.075  0.36
H42 -0.530 -5.595 -1.690  0.53
V1 -0.018 -0.015 -0.161  -1.77
C24 1.453 0.447 1.237  0.39
O1 2.265 0.809 2.051  -0.67
N2 -1.386 -0.154 -1.653  -0.53
C25 -1.215 0.551 -2.690  -0.38
C26 -2.050 0.426 -4.020  2.23
C27 -1.666 1.452 -5.090  -1.85
C28 -1.808 -0.979 -4.575  -1.75
C29 -3.542 0.571 -3.649  -1.80
H43 -1.806 2.489 -4.758  0.27
H44 -0.629 1.329 -5.421  0.24
H45 -2.311 1.307 -5.971  0.53
H46 -2.160 -1.739 -3.859  0.21
H47 -2.362 -1.112 -5.517  0.50
H48 -0.744 -1.162 -4.774  0.26
H49 -4.039 1.258 -4.343  0.35
H50 -4.027 -0.412 -3.715  0.39
H51 -3.684 0.947 -2.629  0.40
N3 0.889 0.705 4.436  -0.23
C30 -0.030 0.047 3.743  0.11
N4 -1.123 -0.499 4.290  -0.23
S1 -0.155 0.004 2.038  -0.13
H52 0.789 0.720 5.441  0.22
H53 1.636 1.334 4.089  0.22
H54 -1.954 -0.829 3.768  0.26
H55 -1.226 -0.464 5.286  0.20

Calculated values
total charge = +1
relative energy (zero: lowest compared OMol25 entry of this formula, charge and spin) = 75.9 kcal/mol
LUMO (spin up / spin down) = -2.63 / -2.94 eV
HOMO level (spin up / spin down) = -0.3268 / -0.3603 Ha
2S+1 = 4

---

Entry 2:
The following is a quantum chemistry calculation of a 3-piece molecular cluster, C30H56BCl2NO9Si2 overall in a non-equilibrium geometry, from the OMol25 dataset.

Each line ends with the Mulliken charge.
Cartesian coordinates (Å):
C1 1.540 3.045 2.572  -0.96
C2 1.061 3.445 1.130  0.21
O1 -0.293 2.932 0.927  -0.41
B1 -0.532 2.813 -0.468  0.76
O2 -0.275 3.939 -1.297  -0.41
Si1 -1.242 1.071 -1.122  -0.97
C3 -0.559 -0.231 0.111  1.15
C4 -1.482 -0.487 1.364  -0.68
C5 -1.153 -1.944 1.946  -1.04
C6 0.310 -2.078 2.535  -0.14
C7 0.940 -3.422 1.964  -1.24
C8 1.263 -3.386 0.420  -0.78
C9 2.308 -2.241 0.086  1.21
C10 3.710 -2.585 0.763  -0.58
Si2 5.193 -1.738 -0.073  0.39
C11 6.837 -2.716 0.174  -1.09
C12 4.916 -1.711 -1.975  -0.80
C13 5.497 0.059 0.489  0.35
C14 6.636 0.514 1.287  -0.40
C15 6.736 1.937 1.596  -0.44
C16 5.771 2.935 1.174  -0.63
C17 4.619 2.490 0.399  -0.46
C18 4.519 1.076 0.089  0.15
C19 -3.149 1.183 -0.952  -0.37
Cl1 -3.627 2.827 -1.671  -0.18
C20 -3.976 0.110 -1.755  0.08
C21 -3.773 -1.372 -1.279  -0.98
Cl2 -3.786 0.263 -3.578  -0.17
N1 -0.662 0.640 -2.742  0.44
C22 -0.625 1.789 -3.692  -0.97
C23 0.578 -0.100 -2.718  0.35
C24 0.710 -1.463 -3.475  -1.35
O3 1.545 0.357 -2.138  -0.52
H1 2.085 3.870 3.102  0.33
H2 0.634 2.807 3.189  0.22
H3 2.194 2.133 2.521  0.13
H4 1.691 2.976 0.324  -0.20
H5 1.104 4.557 0.967  0.39
H6 0.659 3.898 -1.586  0.31
H7 0.396 0.217 0.512  -0.19
H8 -0.300 -1.211 -0.360  -0.01
H9 -2.580 -0.497 1.153  0.26
H10 -1.305 0.219 2.213  0.10
H11 -1.310 -2.681 1.118  0.39
H12 -1.941 -2.169 2.718  0.49
H13 0.958 -1.184 2.377  0.14
H14 0.189 -2.267 3.639  0.43
H15 0.213 -4.272 2.119  0.40
H16 1.861 -3.694 2.537  0.38
H17 0.312 -3.288 -0.174  0.24
H18 1.695 -4.385 0.119  0.50
H19 2.003 -1.248 0.499  -0.69
H20 2.383 -2.170 -1.026  -0.45
H21 3.852 -3.695 0.628  0.32
H22 3.704 -2.370 1.867  0.35
H23 7.512 -2.448 -0.674  0.25
H24 7.309 -2.471 1.164  0.31
H25 6.545 -3.803 0.140  0.29
H26 4.021 -1.049 -2.159  0.03
H27 4.734 -2.729 -2.403  0.28
H28 5.779 -1.206 -2.493  0.36
H29 7.393 -0.224 1.637  0.19
H30 7.595 2.299 2.210  0.30
H31 5.848 4.016 1.430  0.35
H32 3.846 3.213 0.045  0.36
H33 3.633 0.738 -0.497  0.21
H34 -3.494 1.240 0.116  0.70
H35 -5.061 0.353 -1.576  0.46
H36 -3.894 -2.049 -2.168  0.36
H37 -4.543 -1.682 -0.529  0.29
H38 -2.766 -1.593 -0.847  0.09
H39 -0.714 1.391 -4.733  0.29
H40 -1.375 2.577 -3.443  0.27
H41 0.403 2.254 -3.604  0.31
H42 1.152 -2.276 -2.855  0.26
H43 -0.243 -1.765 -3.988  0.26
H44 1.444 -1.273 -4.312  0.44
C25 0.697 -0.593 8.877  -0.61
O4 -0.592 -0.439 8.283  -0.34
C26 -0.584 0.220 7.119  0.79
O5 0.387 0.668 6.566  -0.54
O6 -1.845 0.292 6.675  -0.34
C27 -1.986 0.975 5.430  -0.32
H45 0.565 -1.138 9.810  0.22
H46 1.354 -1.170 8.226  0.29
H47 1.135 0.380 9.101  0.29
H48 -1.434 0.459 4.644  0.00
H49 -1.654 2.010 5.518  0.31
H50 -3.043 0.974 5.169  0.28
C28 -6.144 1.789 -5.183  -0.57
O7 -7.304 1.976 -5.997  -0.33
C29 -8.015 0.863 -6.202  0.74
O8 -7.759 -0.231 -5.770  -0.55
O9 -9.064 1.177 -6.974  -0.33
C30 -9.918 0.075 -7.277  -0.62
H51 -5.650 2.754 -5.086  0.29
H52 -6.424 1.442 -4.189  0.28
H53 -5.453 1.092 -5.653  0.29
H54 -10.348 -0.341 -6.365  0.29
H55 -9.375 -0.692 -7.830  0.29
H56 -10.726 0.448 -7.903  0.21

Calculated values
SMILES = CCOB(O)[Si@@](CCCCCCCC[Si](C)(C)c1ccccc1)([C@@H](Cl)[C@H](C)Cl)N(C)C(C)=O.COC(=O)OC.COC(=O)OC
total charge = 0
LUMO = 0.53 eV
HOMO level = -0.3278 Ha
2S+1 = 1

---

Entry 3:
The following is a quantum chemistry calculation of C30H57BO2OsP2 as an isolated structure in a non-equilibrium geometry, from the OMol25 dataset.

Each line ends with the Mulliken charge.
Cartesian coordinates (Å):
Os1 0.807 0.547 1.233  -0.13
C1 2.060 -2.262 0.979  0.28
C2 2.329 -2.021 2.344  1.42
C3 0.085 -1.432 1.959  0.89
C4 0.678 -1.970 0.723  -0.23
C5 1.166 -1.475 2.958  0.40
C6 3.008 -2.899 0.011  -1.47
H1 3.983 -2.390 0.008  0.36
H2 2.598 -2.862 -1.017  0.17
H3 3.207 -3.952 0.250  0.40
C7 -0.086 -2.746 -0.299  -0.47
H4 0.344 -2.671 -1.303  0.03
H5 -1.132 -2.443 -0.351  -0.74
H6 -0.060 -3.804 -0.038  0.48
C8 -1.370 -1.598 2.308  -1.37
H7 -1.435 -2.387 3.040  0.56
H8 -1.950 -1.858 1.439  0.12
H9 -1.792 -0.691 2.720  0.19
C9 0.920 -1.287 4.401  -1.30
H10 1.562 -1.933 5.001  0.56
H11 -0.131 -1.550 4.595  0.34
H12 1.073 -0.253 4.739  0.12
C10 3.517 -2.488 3.090  -1.75
H13 3.413 -3.562 3.281  0.37
H14 3.611 -1.980 4.045  0.57
H15 4.451 -2.353 2.538  0.38
C11 1.354 1.539 -0.363  1.48
C12 2.176 0.318 -0.051  0.31
C13 3.514 0.429 0.610  -1.38
C14 3.521 0.985 2.045  -1.92
C15 2.145 1.304 2.552  -1.08
C16 1.383 2.380 1.996  0.18
C17 2.016 3.430 1.076  -1.88
C18 2.038 2.857 -0.343  -2.03
H16 4.193 1.013 -0.021  1.05
H17 4.265 1.806 2.074  0.48
H18 3.957 -0.577 0.625  -0.28
H19 3.099 2.830 -0.668  0.53
H20 0.583 1.477 -1.166  0.55
H21 2.283 -0.446 -0.880  -0.56
H22 1.576 3.570 -1.022  0.65
H23 1.448 4.367 1.107  0.37
H24 0.600 2.777 2.636  1.17
H25 3.035 3.725 1.393  0.46
H26 3.936 0.199 2.701  0.49
H27 2.042 1.131 3.606  1.18
P1 1.509 -0.063 -2.773  1.94
C19 0.575 -1.364 -3.516  -0.67
H28 0.403 -1.027 -4.546  0.55
H29 -0.375 -1.525 -2.994  -0.47
H30 1.146 -2.297 -3.503  0.57
C20 0.980 1.532 -3.377  -0.98
H31 1.396 1.540 -4.376  0.68
H32 1.402 2.360 -2.796  0.13
H33 -0.111 1.605 -3.357  0.13
C21 3.241 -0.254 -3.073  -1.30
H34 3.825 0.528 -2.557  0.32
H35 3.308 -0.152 -4.146  0.54
H36 3.594 -1.237 -2.729  0.43
P2 -1.687 1.990 1.210  1.90
C22 -1.673 1.703 3.002  -1.47
H37 -1.417 2.638 3.563  0.47
H38 -0.951 0.921 3.353  0.39
H39 -2.677 1.373 3.275  0.60
C23 -1.248 3.665 0.622  -1.48
H40 -0.332 3.997 1.120  0.24
H41 -2.065 4.321 0.869  0.66
H42 -1.079 3.676 -0.471  0.24
C24 -3.461 2.008 0.860  -1.43
H43 -3.962 2.705 1.542  0.63
H44 -3.886 1.016 1.019  0.35
H45 -3.655 2.341 -0.163  0.29
C25 -2.736 -0.552 -3.788  -2.10
C26 -3.002 0.026 -2.431  1.53
C27 -4.091 1.067 -2.653  -1.88
O1 -1.750 0.664 -1.895  -0.23
B1 -1.433 0.267 -0.588  -1.09
O2 -2.350 -0.736 -0.254  0.03
C28 -3.376 -1.027 -1.286  1.69
C29 -4.716 -0.869 -0.606  -1.87
C30 -3.240 -2.470 -1.708  -2.37
H46 -2.400 0.246 -4.451  0.51
H47 -3.664 -0.949 -4.195  0.45
H48 -1.994 -1.350 -3.777  0.28
H49 -3.745 1.779 -3.411  0.47
H50 -4.985 0.614 -3.095  0.47
H51 -4.410 1.596 -1.741  0.23
H52 -5.542 -1.089 -1.299  0.39
H53 -4.791 -1.611 0.187  0.44
H54 -4.876 0.129 -0.192  0.49
H55 -2.320 -2.672 -2.269  0.26
H56 -3.303 -3.102 -0.823  0.53
H57 -4.097 -2.755 -2.343  0.51

Calculated values
total charge = +2
relative energy (zero: lowest compared OMol25 entry of this formula, charge and spin) = 109.8 kcal/mol
LUMO (spin up / spin down) = -5.02 / -7.54 eV
HOMO level (spin up / spin down) = -0.4253 / -0.4845 Ha
2S+1 = 5